# 1
{"formula": "C4H8N5O2", "method": "ωB97M-V with the def2-TZVPD basis set", "homo_energy_ev": -11.85, "de_lowest_kcal_mol": 75.8, "homo_lumo_gap_ev": 8.268, "total_charge": 1, "fmax_ha_per_bohr": 0.0897, "species": ["N", "C", "H", "H", "H", "C", "N", "N", "N", "H", "H", "C", "H", "O", "C", "N", "O", "H", "H"], "positions_angstrom": [[1.76552, 0.62072, -0.86678], [0.67366, 1.58632, -0.57410], [-2.84652, -1.18321, -0.62536], [-1.44480, -0.76432, 1.63369], [-1.11768, 1.93154, -0.00816], [2.24629, -0.38221, -0.21888], [-0.77920, -0.84832, 0.80466], [1.60974, -1.14322, 0.69501], [-2.60330, -0.22326, -0.78397], [-3.16374, 0.50148, -0.33812], [2.33434, -1.65675, 1.31826], [0.35465, -0.99809, 1.46154], [2.57180, 1.14133, -1.39585], [1.10970, 2.71909, -0.57314], [-1.13225, -0.22706, -0.51213], [-0.56335, 1.15520, -0.44801], [0.52938, -1.15653, 2.60567], [-2.77876, -0.27786, -1.78354], [3.23454, -0.79486, -0.39078]]}

***

# 2
{"formula": "C11H15N", "method": "ωB97M-V with the def2-TZVPD basis set", "homo_energy_ev": -7.75, "de_lowest_kcal_mol": 55.9, "homo_lumo_gap_ev": 8.681, "total_charge": 0, "fmax_ha_per_bohr": 0.1406, "species": ["C", "N", "H", "H", "C", "H", "H", "H", "C", "H", "C", "H", "H", "H", "H", "C", "C", "H", "C", "H", "H", "C", "C", "C", "C", "H", "H"], "positions_angstrom": [[-0.83719, -0.74323, 1.83213], [0.72415, 1.97000, -0.08619], [1.71644, -0.66713, 3.37551], [-1.98937, 1.67464, -1.05883], [-0.43533, 1.12858, 0.32514], [2.56757, -1.28151, 1.89045], [0.85758, 2.24841, -0.98936], [-2.86649, -1.61771, 1.45223], [1.79726, 1.53979, 0.73923], [1.25806, -0.52316, -3.31008], [-0.67191, -1.06442, -2.52977], [1.21965, -0.69382, -1.44089], [-1.09216, -1.70909, -1.78397], [3.07566, 0.16154, 2.72087], [2.62553, 2.02365, 0.29305], [-2.08604, -0.80000, 1.26901], [0.06058, 0.23428, 1.37141], [-0.45286, -1.52603, 2.48613], [1.38213, 0.49673, 1.59616], [-0.82308, -1.74766, -3.38096], [-3.63894, 0.03539, -0.02357], [0.59948, -0.32653, -2.36833], [-2.55810, 0.05943, 0.24378], [-1.74121, 1.05232, -0.21230], [2.22479, -0.40092, 2.39505], [-1.60516, -0.30863, -2.49061], [0.68895, 0.78508, -2.31531]]}

***

Quick rundown of DFT total energy, same order as above: -15813.9527 -13138.3673 eV